{
  "formula": "C4H6NOS",
  "method": "wB97M-V/def2-TZVPD",
  "max_force_ev_per_a": 4.3,
  "charge": 1,
  "relative_energy_ev": 2.825,
  "spin_multiplicity": 1,
  "lumo_ev": -5.1,
  "elements": ["C", "H", "C", "H", "S", "N", "C", "O", "H", "H", "H", "C", "H"],
  "xyz": [[-1.67307, 0.81594, -0.24198], [3.43149, -0.65687, -0.88425], [-0.39594, 0.90783, 0.62133], [-1.33537, 0.97061, -1.31648], [0.28142, -0.82193, 0.72463], [1.67709, -0.52956, -0.17065], [-2.24343, -0.41961, -0.10534], [-2.83829, -1.35197, -0.09564], [3.08864, -2.15211, 0.09625], [-0.53502, 1.45064, 1.57419], [-2.59662, 1.56994, 0.07883], [2.73719, -1.23992, -0.26990], [0.40191, 1.45701, -0.01101]]
}

{
  "formula": "C4HN2S2",
  "method": "wB97M-V/def2-TZVPD",
  "max_force_ev_per_a": 3.9,
  "charge": -1,
  "relative_energy_ev": 0.240,
  "spin_multiplicity": 1,
  "smiles": "N#Cc1scnc1[S-]",
  "lumo_ev": 3.0,
  "elements": ["C", "H", "C", "S", "C", "C", "S", "N", "N"],
  "xyz": [[-2.07218, 0.74284, -0.10531], [1.05800, 0.12505, 0.26658], [0.05406, 0.12562, 0.10181], [-0.64738, -1.51623, 0.00328], [-2.23993, -0.66852, -0.06286], [-3.43818, -1.34659, -0.01676], [-3.25488, 1.96729, 0.04014], [-0.74664, 1.05711, -0.08430], [-4.42042, -1.99643, 0.02806]]
}

{
  "formula": "C5H14",
  "method": "wB97M-V/def2-TZVPD",
  "max_force_ev_per_a": 3.3,
  "relative_energy_ev": 0.713,
  "spin_multiplicity": 1,
  "smiles": "CCC.CC",
  "lumo_ev": 1.1,
  "elements": ["C", "C", "H", "H", "H", "H", "C", "H", "H", "H", "H", "H", "H", "H", "H", "C", "C", "H", "H"],
  "xyz": [[-2.22012, 0.45431, 0.48185], [-2.42105, 1.96165, 0.28595], [-1.40200, 2.36236, 0.19001], [0.99136, -2.46783, -1.60766], [2.68689, -2.07738, -1.26230], [-2.53618, -0.07192, -0.40798], [1.20317, -1.07520, 0.03358], [1.59851, -0.98914, -2.12891], [1.89308, 0.82396, -0.41423], [2.95018, 0.09633, 0.82407], [-2.79363, 2.15943, -0.72663], [-1.31862, 0.16622, 1.01217], [0.13110, -0.90022, -0.07324], [1.19011, -1.83297, 0.83054], [-2.90555, 0.14713, 1.30009], [1.92514, 0.19049, 0.48306], [1.67228, -1.67621, -1.27756], [-2.99436, 2.61932, 0.93085], [1.31348, 0.73117, 1.20572]]
}

{
  "formula": "C4H7NO2",
  "method": "wB97M-V/def2-TZVPD",
  "max_force_ev_per_a": 1.8,
  "relative_energy_ev": 1.935,
  "spin_multiplicity": 1,
  "smiles": "C[C@H](N)[C@@H]1OC1=O",
  "lumo_ev": 0.8,
  "elements": ["H", "O", "H", "C", "N", "H", "O", "H", "C", "H", "H", "H", "C", "C"],
  "xyz": [[-2.09940, 0.00643, -0.00890], [0.09452, 0.39450, 1.91493], [-1.91175, -0.54262, -1.54419], [0.30328, 0.93242, -0.92744], [-1.60497, -0.66621, -0.58626], [0.31465, -1.22380, -1.09333], [2.43802, 0.15793, 1.87269], [0.02421, 1.10159, -1.96523], [-0.17057, -0.45513, -0.47706], [-0.14421, -1.66349, 1.36919], [-0.15644, 1.70488, -0.31265], [1.38447, 1.01425, -0.84155], [0.22983, -0.73167, 0.96041], [1.29836, -0.02907, 1.63938]]
}

{
  "formula": "C4H7ClO3S",
  "method": "wB97M-V/def2-TZVPD",
  "max_force_ev_per_a": 6.2,
  "relative_energy_ev": 2.770,
  "spin_multiplicity": 1,
  "lumo_ev": 0.7,
  "elements": ["C", "O", "O", "C", "Cl", "H", "O", "H", "H", "H", "H", "S", "C", "H", "C", "H"],
  "xyz": [[-0.93928, 0.98781, 0.26920], [3.44754, -0.12867, -0.28797], [1.12078, 0.73420, -0.58100], [0.54229, -1.26637, 0.74793], [-2.68482, -0.87277, -0.63677], [-2.31430, 1.36401, -1.29073], [1.03637, -1.61294, -0.46642], [-0.32290, -1.68760, 0.93467], [1.38226, -1.58884, 1.50720], [-0.67823, 2.05826, 0.44932], [0.89605, 0.66520, 1.51506], [2.11301, -0.41235, -1.08771], [0.38462, 0.22494, 0.63754], [-0.86549, 0.43547, -1.74501], [-1.57820, 0.54683, -0.96935], [-1.53970, 0.55281, 1.00404]]
}

{
  "formula": "C52H44NP2SSiTeTi",
  "method": "wB97M-V/def2-TZVPD",
  "max_force_ev_per_a": 2.3,
  "charge": 1,
  "spin_multiplicity": 1,
  "lumo_ev": -3.9,
  "elements": ["C", "C", "N", "C", "H", "H", "H", "H", "H", "C", "C", "C", "H", "Ti", "C", "C", "C", "H", "C", "C", "C", "C", "C", "H", "H", "H", "H", "C", "C", "P", "H", "C", "C", "C", "C", "H", "C", "H", "H", "C", "H", "H", "C", "H", "H", "C", "C", "H", "C", "C", "H", "H", "H", "H", "H", "C", "C", "S", "C", "H", "C", "C", "C", "Si", "H", "C", "H", "H", "C", "H", "H", "H", "C", "C", "C", "H", "Te", "C", "C", "H", "H", "C", "H", "C", "H", "H", "H", "C", "C", "P", "H", "C", "H", "C", "H", "C", "C", "C", "H", "C", "H", "C", "C"],
  "xyz": [[2.08804, 1.63477, 3.93009], [-4.38069, 2.55031, 0.50875], [0.80049, -2.53079, -1.14575], [0.54233, 5.11723, -0.39148], [-0.81062, -2.30086, -3.89559], [3.70521, -2.82585, -0.02179], [-5.84887, -3.47152, 1.09933], [3.15416, 1.58146, 4.11676], [3.66219, 3.66403, -2.30351], [6.54428, 0.56978, 0.87800], [0.22544, 1.45432, 2.38285], [1.21535, 1.95652, 4.95937], [-2.49981, -0.48153, 1.96197], [0.22901, -1.21454, 0.16832], [5.46690, -0.06524, 2.93038], [-5.99492, -1.56589, -1.69363], [-0.63742, 1.78165, 3.43160], [-4.31807, -0.70437, -2.70290], [0.12145, 3.97123, -2.45938], [0.73169, -4.37923, -2.43705], [1.59272, 1.39020, 2.65894], [-2.31081, 1.32458, 0.80544], [0.41584, 5.14064, -1.77340], [-6.14241, 1.67412, 1.36713], [-1.12655, -2.72262, 7.37064], [-4.90374, 3.41556, 0.12087], [2.96367, -4.54660, -2.59574], [0.04637, 2.74747, -0.37303], [-1.18534, -1.28661, -3.88694], [2.73728, -0.63132, -0.04925], [0.02614, 3.98767, -3.53866], [4.26204, -0.18086, 0.84673], [-3.01293, 2.42600, 0.31117], [-0.28312, -3.06211, 3.97796], [-2.15221, 0.59615, -2.73815], [0.42368, 3.93038, 1.38416], [2.95401, 2.19341, -3.69538], [0.35529, -5.21442, -3.00628], [1.59697, 2.15063, 5.95318], [-4.16632, -2.59213, 0.11468], [2.28998, 1.19279, 1.85441], [-1.56648, 1.34546, -5.98578], [3.15801, 1.82970, -1.32886], [-2.04553, -3.70087, -2.48693], [4.06137, -2.02499, -1.55287], [-4.39171, 0.48765, 1.73126], [-0.04567, 2.78379, -1.76432], [-2.47968, 3.19915, -0.23093], [2.43562, 0.91608, -3.84368], [0.38935, -3.68854, 6.10159], [0.55275, 6.06886, -2.31397], [-7.48836, -2.54552, -0.50774], [3.09206, 2.82577, -4.56265], [7.41981, 0.92330, 0.34989], [1.43950, -4.32179, 4.25533], [-6.43316, -2.34093, -0.63136], [-3.02637, 0.36177, 1.52306], [-1.45584, -2.31534, 4.99475], [2.71747, 0.51391, -1.48134], [-0.82918, 2.30433, 5.50021], [-1.71415, -0.73100, -2.72337], [4.31151, -0.36867, 2.22675], [0.34633, 3.93180, 0.30239], [-0.41807, 1.19445, 0.60406], [2.13903, 0.56125, -4.82253], [-5.51466, -2.85952, 0.27167], [3.42404, 2.20154, -0.34707], [-3.45468, -2.99017, 0.83029], [-1.50593, -3.38306, -1.59351], [-1.83923, -4.02083, -0.77002], [7.46953, 0.68714, 2.80955], [-2.45018, 2.36454, -3.90406], [-0.02703, -3.46374, -1.76407], [-0.14646, 2.03750, 4.70334], [2.31359, 0.07775, -2.74479], [1.01202, -4.16922, 6.84158], [-0.47807, -3.12192, 1.89014], [-1.59334, 0.77460, -5.06697], [3.29196, 2.65520, -2.43097], [-1.70323, 1.84861, 3.24947], [5.50071, -0.20443, 4.00297], [-5.07537, 1.57802, 1.21387], [5.38183, 0.38592, -0.90602], [5.39364, 0.26828, 0.16862], [0.78854, 6.02242, 0.14898], [-4.92829, -0.26559, 2.29407], [-6.70773, -1.16770, -2.40362], [0.63068, -3.76382, 4.70662], [3.27546, -2.21398, -0.81968], [-1.92186, -1.64588, -1.15952], [3.44218, -0.75007, 2.75054], [2.10504, -2.91598, -1.42968], [-2.55328, 1.03608, -1.83073], [-2.09690, 1.34112, -3.90452], [1.93128, -0.92389, -2.89127], [-1.12912, -0.53308, -5.04994], [-4.64301, -1.30110, -1.86249], [-0.70579, -2.93908, 6.40145], [-0.72895, -0.97560, -5.95332], [6.57698, 0.42240, 2.25851], [-0.24956, 1.87009, -2.30937], [-3.72398, -1.81610, -0.95656], [2.09386, -4.03050, -2.22123]]
}

What did we get for calculated total energy? Answer: -18607.8457; -28815.7372; -5411.3361; -9845.3449; -33758.8136; -123822.3926 eV, in the order shown.